# 1
{
  "formula": "C6H12O",
  "method": "the ωB97M-V functional and the def2-TZVPD basis",
  "species": ["O", "C", "C", "C", "C", "C", "C", "H", "H", "H", "H", "H", "H", "H", "H", "H", "H", "H", "H"],
  "coordinates": [[1.59903, 1.19551, 1.72013], [0.94392, 0.52303, 0.68055], [-1.58502, -0.65358, -1.33250], [-0.56692, 0.62859, 0.54512], [-1.35568, -0.62122, 0.16878], [0.37296, 1.36969, -0.39477], [1.63029, -0.76865, 0.26831], [-0.82795, -1.49580, 0.56565], [-2.33286, -0.61687, 0.66582], [2.59945, -0.57227, -0.20454], [0.51162, 1.05500, -1.42628], [0.43480, 2.44150, -0.23405], [-1.94855, 0.36070, -1.53838], [1.80805, -1.42083, 1.13491], [1.02879, -1.33643, -0.44615], [-0.65450, -0.78512, -1.89749], [1.76559, 0.53796, 2.40859], [-2.28523, -1.42890, -1.66323], [-1.10082, 1.31402, 1.20364]],
  "forces_ev_per_a": [[0.133, -0.047, 0.188], [-0.171, -0.156, -0.237], [0.006, 0.056, -0.068], [0.190, -0.172, 0.375], [0.016, 0.001, 0.051], [0.099, 0.117, -0.154], [-0.043, -0.016, 0.020], [-0.185, -0.047, -0.232], [0.183, 0.144, -0.012], [-0.150, 0.119, 0.160], [-0.064, 0.021, 0.171], [-0.048, -0.120, -0.053], [-0.223, -0.400, -0.562], [-0.085, 0.105, -0.093], [0.104, 0.103, 0.081], [-0.147, -0.002, 0.115], [-0.051, 0.246, 0.004], [0.019, 0.266, 0.101], [0.414, -0.218, 0.144]],
  "nbo_charge": [-0.698, 0.235, -0.605, -0.253, -0.408, -0.437, -0.635, 0.199, 0.211, 0.222, 0.212, 0.230, 0.210, 0.203, 0.217, 0.196, 0.465, 0.210, 0.227],
  "smiles": "CC[C@@H]1C[C@@]1(C)O",
  "e_above_lowest_kj_mol": 126.0,
  "total_energy_ev": -8463.0478,
  "orbital_gap_ev": 10.19
}



# 2
{
  "formula": "C4H12",
  "method": "the ωB97M-V functional and the def2-TZVPD basis",
  "species": ["C", "C", "C", "C", "H", "H", "H", "H", "H", "H", "H", "H", "H", "H", "H", "H"],
  "coordinates": [[0.12070, -2.09181, 0.28526], [-1.01471, 2.22361, -0.29485], [-0.27222, 1.13917, -1.14439], [1.17034, -1.28543, 1.09126], [-0.70238, 2.06527, 0.72864], [0.37169, -3.12320, 0.04827], [1.64039, -0.47951, 0.53524], [-0.72389, 0.94732, -2.12013], [-0.00808, -1.60058, -0.67517], [0.73090, 1.55269, -1.23002], [1.89133, -1.94966, 1.55984], [-0.17569, 0.20880, -0.58829], [-0.81905, -2.14485, 0.84827], [-0.76414, 3.21575, -0.66671], [-2.09789, 2.13605, -0.30445], [0.65271, -0.81363, 1.92723]],
  "forces_ev_per_a": [[0.165, 0.252, 0.060], [0.038, -0.981, -0.711], [-0.284, 0.944, 0.783], [-0.758, -0.606, 0.569], [0.140, 0.468, 0.319], [0.439, -0.036, 0.188], [0.236, -0.239, -0.168], [0.166, 0.126, 0.090], [-0.488, -0.198, -0.014], [0.209, -0.324, -0.521], [0.359, 0.112, -0.182], [-0.268, 0.231, -0.182], [0.063, 0.180, -0.396], [0.052, 0.051, 0.262], [-0.126, -0.153, -0.121], [0.056, 0.174, 0.024]],
  "nbo_charge": [-0.618, -0.604, -0.608, -0.622, 0.202, 0.207, 0.209, 0.204, 0.206, 0.200, 0.210, 0.203, 0.206, 0.202, 0.200, 0.204],
  "smiles": "CC.CC",
  "e_above_lowest_kj_mol": 37.4,
  "total_energy_ev": -4342.1410,
  "orbital_gap_ev": 12.86
}



# 3
{
  "formula": "C20H16N2O3",
  "method": "the ωB97M-V functional and the def2-TZVPD basis",
  "species": ["O", "O", "O", "N", "N", "C", "C", "C", "C", "C", "C", "C", "C", "C", "C", "C", "C", "C", "C", "C", "C", "C", "C", "C", "C", "H", "H", "H", "H", "H", "H", "H", "H", "H", "H", "H", "H", "H", "H", "H", "H"],
  "coordinates": [[3.12480, -3.03787, -3.90654], [2.87239, -4.33626, -2.17863], [-0.98480, -2.42621, 0.19324], [-0.02154, -1.27403, 3.26971], [2.52886, -3.38003, -2.88008], [-3.05071, 0.98642, 3.36933], [-0.97944, -0.21313, 3.30453], [-2.37251, -0.21358, 3.31576], [0.70995, -2.92902, -1.31068], [2.24112, 1.56398, 3.37435], [-0.84321, -1.08460, -1.69899], [3.49268, 0.98978, 3.39190], [1.26914, -0.66630, 3.27583], [-0.18128, -0.79125, -2.85913], [2.54257, -1.22905, 3.29650], [-0.19642, -2.61091, 3.26380], [1.11970, 0.73227, 3.32117], [-2.36178, 2.19991, 3.40633], [-0.29047, 1.01680, 3.33569], [-1.49832, -3.26520, 3.42142], [1.36070, -2.60741, -2.46884], [-0.98607, 2.22688, 3.38721], [-0.40773, -2.16201, -0.87076], [0.92342, -1.53865, -3.24020], [3.64246, -0.39863, 3.35624], [2.66265, -2.29706, 3.27785], [4.63290, -0.82559, 3.38277], [2.11358, 2.63160, 3.40922], [-0.44314, 3.15530, 3.41332], [0.68710, -3.21431, 3.16851], [1.47015, -1.30125, -4.13872], [-2.91509, 3.12430, 3.45044], [-2.16284, -3.00541, 2.59629], [-1.97029, -2.95148, 4.35454], [-0.51702, 0.02694, -3.47972], [1.03770, -3.77140, -0.72537], [-4.12949, 0.98932, 3.38576], [4.36845, 1.61768, 3.43924], [-2.91575, -1.13827, 3.27784], [-1.70750, -0.52353, -1.38260], [-1.41067, -4.35389, 3.44555]],
  "forces_ev_per_a": [[-0.557, -0.426, 1.057], [-0.263, 0.888, -0.700], [-1.271, -0.687, 3.134], [-0.183, -2.965, 0.042], [0.902, -0.467, -0.455], [0.186, 0.426, 0.030], [-0.524, 1.199, 0.109], [0.455, -0.852, -0.026], [0.032, -0.208, 0.189], [-0.667, -0.408, -0.025], [0.191, -0.294, 0.118], [0.172, -0.283, -0.010], [1.195, 1.303, -0.007], [0.249, -0.175, -0.072], [-0.895, -0.388, -0.008], [-0.410, 2.928, -0.465], [0.868, -0.596, -0.022], [-0.356, -0.218, 0.000], [-0.888, -0.132, 0.008], [-0.235, -0.369, 0.011], [-0.656, 0.746, -0.031], [0.517, -0.693, -0.038], [0.741, 0.377, -1.386], [0.836, 0.085, -1.051], [0.005, 0.392, 0.012], [0.189, -0.261, -0.047], [0.041, -0.078, -0.036], [0.021, 0.221, 0.001], [0.080, 0.197, -0.007], [0.379, 0.109, -0.026], [-0.016, 0.039, -0.095], [-0.076, 0.099, -0.005], [0.079, 0.095, -0.242], [-0.030, 0.157, 0.051], [0.046, 0.066, -0.123], [-0.030, -0.066, 0.170], [-0.066, -0.065, -0.030], [0.096, 0.043, -0.005], [-0.215, -0.070, -0.034], [-0.148, 0.080, 0.106], [0.207, 0.245, -0.088]],
  "nbo_charge": [-0.395, -0.404, -0.805, -0.274, 0.511, -0.200, 0.101, -0.179, -0.343, -0.197, -0.307, -0.185, 0.113, -0.199, -0.203, 0.372, 0.010, -0.173, 0.034, -0.724, 0.100, -0.212, 0.375, -0.323, -0.189, 0.221, 0.230, 0.221, 0.224, 0.226, 0.227, 0.225, 0.308, 0.252, 0.203, 0.221, 0.229, 0.226, 0.226, 0.200, 0.258],
  "e_above_lowest_kj_mol": 497.9,
  "total_energy_ev": -30117.4299,
  "orbital_gap_ev": 3.79
}



# 4
{
  "formula": "C3H13HfN2O2",
  "method": "the ωB97M-V functional and the def2-TZVPD basis",
  "species": ["Hf", "O", "O", "N", "N", "C", "C", "C", "H", "H", "H", "H", "H", "H", "H", "H", "H", "H", "H", "H", "H"],
  "coordinates": [[0.06244, 0.08549, -0.53615], [-0.79370, -1.94241, -0.39271], [-1.45698, -1.34340, 1.81961], [1.51330, -0.53510, -2.08846], [2.10797, 0.18022, 0.95177], [-1.72987, 1.03012, -1.73446], [-0.95138, -1.11337, 0.67290], [-1.12135, -0.03146, 2.76088], [-1.36980, 0.93950, 2.25191], [0.95143, -0.60358, -2.93576], [1.92610, -1.44207, -1.88596], [-1.65958, 1.18489, -2.82163], [-0.02558, -0.02760, 2.97713], [3.04352, 0.15867, 0.53345], [2.20760, -0.62076, 1.59786], [-2.00830, -0.04249, -1.64622], [-1.72690, -0.18192, 3.65321], [2.25796, 0.94039, 1.63294], [2.27550, 0.12816, -2.27607], [-2.61218, 1.56682, -1.35819], [-0.89018, 1.66990, -1.17604]],
  "forces_ev_per_a": [[1.706, -1.446, 2.771], [0.417, 1.357, 1.643], [-0.132, 1.391, 3.705], [0.849, -0.255, -1.540], [1.178, 0.028, 0.772], [-1.236, 2.169, -0.797], [0.048, 1.076, -2.547], [-0.082, -1.564, -1.471], [-0.174, -1.251, 0.038], [0.514, -0.290, -0.100], [0.051, -0.064, -0.245], [0.120, 0.511, 0.372], [-0.987, -0.451, -0.189], [-0.084, 0.066, -0.441], [-0.701, 0.028, -0.517], [1.071, 0.195, 0.930], [0.120, -0.094, -0.216], [-0.533, 0.036, -0.401], [-0.287, -0.414, -0.043], [0.010, -0.147, -0.359], [-1.868, -0.883, -1.367]],
  "nbo_charge": [1.339, -0.723, -0.486, -1.120, -1.095, -0.883, 0.193, -0.235, 0.190, 0.424, 0.410, 0.235, 0.183, 0.380, 0.415, 0.316, 0.229, 0.403, 0.396, 0.258, 0.171],
  "charge": 1,
  "total_energy_ev": -11692.4911,
  "orbital_gap_ev": [4.35, 4.45]
}



# 5
{
  "formula": "C2H4FNO",
  "method": "the ωB97M-V functional and the def2-TZVPD basis",
  "species": ["F", "O", "N", "C", "C", "H", "H", "H", "H"],
  "coordinates": [[2.24891, -0.62984, -0.15527], [-2.14685, -0.53201, -0.05654], [-1.10562, 0.41648, -0.28512], [-0.02871, -0.24024, -0.13334], [1.26565, 0.38201, 0.04117], [1.46897, 1.21210, -0.71683], [-0.20946, -1.30339, -0.03912], [1.43510, 0.80762, 1.00227], [-2.92799, -0.11274, 0.34278]],
  "forces_ev_per_a": [[-0.511, 0.789, 0.153], [-0.430, -0.239, -0.469], [-0.293, -0.127, 1.142], [-2.021, -0.183, -0.039], [2.195, 0.561, -2.499], [-0.329, -1.094, 0.863], [0.796, -0.342, 0.382], [-0.082, 0.098, 0.952], [0.676, 0.537, -0.486]],
  "nbo_charge": [-0.369, -0.608, -0.109, 0.005, 0.000, 0.196, 0.208, 0.195, 0.481],
  "smiles": "O/N=C/CF",
  "e_above_lowest_kj_mol": 275.3,
  "total_energy_ev": -8391.3942,
  "orbital_gap_ev": 11.18
}



# 6
{
  "formula": "C3H13N2O",
  "method": "the ωB97M-V functional and the def2-TZVPD basis",
  "species": ["O", "N", "N", "C", "C", "C", "H", "H", "H", "H", "H", "H", "H", "H", "H", "H", "H", "H", "H"],
  "coordinates": [[0.40049, -2.29148, -2.51430], [1.44173, 0.13125, 1.19666], [0.19211, 0.79767, -1.13729], [-1.05805, 0.99869, -0.32397], [0.20152, 0.48734, 1.90851], [-1.02042, 0.28194, 1.01760], [0.14451, 1.38072, -2.01017], [0.12268, -0.16610, -1.54509], [-1.90114, 0.53605, 1.61056], [1.43723, -0.87517, 1.03662], [0.99426, 0.77763, -0.46975], [-1.14030, 2.06998, -0.17198], [0.09139, -0.17335, 2.77440], [1.04954, -2.97228, -2.77281], [0.22480, 1.52765, 2.23123], [-1.11734, -0.78364, 0.80469], [2.26343, 0.36281, 1.74136], [-0.43318, -2.77323, -2.42698], [-1.89325, 0.68352, -0.94929]],
  "forces_ev_per_a": [[0.316, -0.316, -0.011], [-0.068, 0.076, -0.090], [-1.320, -1.486, -0.209], [0.322, 0.702, 0.326], [-0.085, -0.288, -0.204], [0.077, -0.670, -0.286], [0.543, 0.472, 0.331], [0.195, 0.064, 0.170], [-0.152, 0.207, -0.148], [0.180, 0.125, 0.015], [0.343, 0.525, -0.406], [-0.063, 0.209, -0.017], [-0.192, 0.333, 0.224], [-0.243, 0.346, 0.096], [0.272, -0.025, 0.080], [0.020, -0.196, 0.085], [-0.005, -0.060, 0.034], [-0.057, 0.101, -0.010], [-0.082, -0.120, 0.021]],
  "lowdin_spin": [0.118, 0.029, 0.147, 0.164, 0.026, 0.045, 0.162, 0.058, 0.007, 0.018, 0.027, 0.032, 0.003, 0.022, 0.005, 0.023, 0.005, 0.039, 0.070],
  "e_above_lowest_kj_mol": 18.2,
  "multiplicity": 2,
  "s2": 0.751,
  "total_energy_ev": -8346.3486,
  "orbital_gap_ev": [3.63, 10.92]
}